{"formula": "C26H20F11OSi", "method": "wB97M-V/def2-TZVPD", "symbols": ["C", "Si", "C", "C", "O", "C", "C", "C", "C", "F", "C", "F", "C", "F", "C", "F", "C", "F", "H", "H", "H", "H", "H", "H", "H", "H", "H", "H", "H", "F", "C", "F", "F", "C", "C", "C", "C", "C", "C", "C", "C", "C", "C", "F", "F", "F", "C", "C", "C", "C", "H", "H", "H", "H", "H", "H", "H", "H", "H"], "xyz": [[0.9434, 0.8808, -3.5420], [1.9440, 1.6913, -2.2257], [3.3656, 0.7698, -1.5033], [2.6923, 3.2411, -2.9375], [0.8456, 2.0783, -0.9551], [0.4812, 1.8524, 0.3372], [-0.5183, 0.8784, 0.5582], [1.0951, 2.8058, 1.2936], [1.5796, 2.4973, 2.5981], [1.3151, 1.2860, 3.1718], [2.3855, 3.3969, 3.2944], [2.8419, 3.1131, 4.5355], [2.7404, 4.6381, 2.7107], [3.3793, 5.5689, 3.4266], [2.3536, 4.9150, 1.3959], [2.8926, 5.9569, 0.7349], [1.4079, 4.1034, 0.8118], [0.7612, 4.6079, -0.2485], [1.5584, 0.1730, -4.1057], [0.0615, 0.3397, -3.1938], [0.6120, 1.6276, -4.2709], [3.7691, 0.0924, -2.2573], [4.1830, 1.4586, -1.2697], [3.1834, 0.1787, -0.6056], [3.3513, 2.8798, -3.7459], [1.9423, 3.9180, -3.3590], [3.3003, 3.7786, -2.2020], [-0.9607, 0.9466, 1.5625], [-1.2432, 0.7984, -0.3157], [-6.6236, -3.2588, 2.7037], [-5.5272, -3.0765, 3.4904], [-5.9659, -2.3900, 4.5952], [-5.1240, -4.3163, 3.9354], [-4.3744, -2.4065, 2.8046], [-3.3070, -1.9967, 3.5917], [-2.2312, -1.3200, 3.0081], [-2.1200, -1.2397, 1.6001], [-0.7405, -0.9168, 1.0780], [-0.3739, -1.7112, -0.1193], [-1.2101, -2.5992, -0.8253], [-0.7886, -3.2022, -2.0008], [0.4698, -2.8895, -2.5101], [0.8655, -3.3741, -3.8715], [1.7098, -2.4983, -4.5066], [1.5309, -4.5697, -3.7620], [-0.1920, -3.5701, -4.7043], [1.3844, -2.1931, -1.7290], [0.9725, -1.5808, -0.5414], [-3.2890, -1.5135, 0.8421], [-4.3689, -2.1745, 1.4324], [-3.3580, -2.1373, 4.6710], [-1.4528, -0.9041, 3.6543], [0.0495, -1.0618, 1.9155], [-2.2212, -2.8829, -0.4876], [-1.4561, -3.8708, -2.5332], [2.4016, -2.0664, -2.1082], [1.7091, -1.0240, 0.0617], [-3.3832, -1.2756, -0.2349], [-5.2491, -2.4522, 0.8566]], "forces_ev_per_angstrom": [[-0.20, -0.28, -0.32], [0.31, 0.61, -0.50], [0.43, -0.36, 0.38], [-0.30, -0.11, 0.21], [-1.11, -0.45, 3.31], [1.34, 0.38, -3.03], [-2.45, -1.18, 1.00], [0.25, -0.09, 0.42], [-0.08, -0.52, -0.14], [0.20, 1.21, -0.80], [0.22, 0.39, 0.58], [-0.56, 0.19, -1.19], [-0.04, -0.19, 0.49], [-0.22, -1.09, -0.72], [0.67, 0.63, 0.33], [-0.98, -0.55, 0.74], [-0.25, -0.18, -0.80], [0.62, -0.55, 0.23], [0.00, -0.03, 0.08], [0.07, -0.02, 0.07], [-0.03, 0.00, 0.17], [-0.02, -0.10, -0.08], [-0.15, 0.06, 0.02], [-0.04, 0.03, -0.07], [-0.15, 0.25, 0.19], [0.20, -0.06, -0.01], [-0.04, -0.02, -0.18], [-0.27, 1.28, -0.58], [1.07, 0.36, 1.19], [1.16, 0.17, 0.45], [-1.14, -1.06, 0.97], [0.67, -0.54, -1.10], [-0.49, 1.12, -0.40], [0.27, 0.13, -0.18], [0.09, 0.78, 0.12], [-0.15, -0.86, -0.24], [-0.48, 1.23, 0.87], [1.08, -0.94, 0.50], [1.28, -0.43, -0.67], [-0.40, -0.15, 0.37], [0.42, 0.49, -0.23], [-0.43, -0.21, 0.22], [0.67, -0.80, -0.97], [-0.68, -0.73, 0.63], [-0.53, 1.02, -0.30], [0.81, 0.17, 0.83], [0.14, 0.73, 0.14], [-0.21, -0.71, -0.51], [0.19, -0.22, -0.29], [-0.11, 0.63, 0.19], [0.08, 0.10, -0.26], [-0.06, -0.39, -0.28], [-1.40, 0.62, -1.45], [1.00, 0.31, -0.09], [0.08, 0.14, -0.02], [-0.30, 0.01, 0.24], [-0.64, -0.25, -0.34], [0.31, -0.14, 0.85], [0.25, 0.15, -0.01]], "spin_multiplicity": 1, "charge": 1, "e_above_lowest_ev": 1.261, "orbital_gap_ev": 6.8, "total_energy_ev": -67096.1172}